{
  "formula": "C15H16N7OReS2",
  "method": "ωB97M-V/def2-TZVPD",
  "orbital_gap_ev": [6.9, 7.1],
  "de_lowest_kj_mol": 0.0,
  "s_squared": 3.774,
  "charge": 1,
  "e_tot_ha": -1914.2306,
  "spin_multiplicity": 4,
  "elements": ["Re", "O", "C", "N", "C", "C", "C", "C", "C", "C", "N", "C", "C", "C", "C", "C", "N", "H", "H", "H", "H", "H", "H", "H", "H", "H", "H", "C", "C", "N", "N", "C", "S", "N", "N", "H", "H", "H", "H", "H", "H", "S"],
  "xyz": [[0.36, 0.13, -0.63], [3.48, -2.07, -2.07], [2.74, -1.25, -1.56], [1.39, -1.27, -1.56], [0.67, -2.27, -2.32], [-0.74, -2.33, -1.80], [-1.58, -3.40, -2.08], [-2.86, -3.43, -1.56], [-3.28, -2.36, -0.77], [-2.40, -1.33, -0.54], [-1.16, -1.30, -1.04], [3.26, -0.03, -0.85], [4.61, 0.18, -0.70], [5.05, 1.31, -0.03], [4.11, 2.20, 0.45], [2.77, 1.93, 0.26], [2.33, 0.84, -0.38], [1.16, -3.24, -2.25], [0.64, -1.98, -3.38], [-1.21, -4.21, -2.70], [-3.52, -4.26, -1.77], [-4.27, -2.34, -0.34], [-2.71, -0.47, 0.05], [5.28, -0.56, -1.12], [6.11, 1.50, 0.10], [4.40, 3.10, 0.98], [2.02, 2.63, 0.60], [-3.23, 3.03, 2.14], [-2.43, 1.85, 2.54], [-2.60, 1.11, 3.58], [-1.66, 0.13, 3.49], [-0.89, 0.22, 2.40], [0.34, -0.77, 1.86], [-1.39, 1.33, 1.78], [-0.84, 1.81, 0.59], [-3.99, 3.21, 2.90], [-3.73, 2.84, 1.18], [-2.62, 3.92, 2.03], [-1.58, -0.56, 4.22], [-1.56, 2.13, -0.06], [-0.22, 2.59, 0.77], [-0.25, 1.41, -2.41]],
  "nbo_charge": [1.016, -0.581, 0.626, -0.622, -0.271, 0.253, -0.219, -0.118, -0.242, 0.074, -0.473, 0.126, -0.184, -0.123, -0.228, 0.077, -0.466, 0.250, 0.245, 0.244, 0.240, 0.242, 0.192, 0.268, 0.242, 0.243, 0.190, -0.673, 0.366, -0.220, -0.355, 0.236, -0.095, -0.244, -0.612, 0.276, 0.244, 0.246, 0.446, 0.438, 0.405, -0.456]
}

{
  "formula": "C15H17BCl45NO2",
  "method": "ωB97M-V/def2-TZVPD",
  "orbital_gap_ev": 10.1,
  "e_tot_ha": -21520.2757,
  "elements": ["B", "O", "N", "O", "H", "H", "C", "Cl", "Cl", "Cl", "H", "C", "Cl", "Cl", "Cl", "H", "C", "Cl", "Cl", "Cl", "H", "C", "Cl", "Cl", "Cl", "H", "C", "Cl", "Cl", "Cl", "H", "C", "Cl", "Cl", "Cl", "H", "C", "Cl", "Cl", "Cl", "H", "C", "Cl", "Cl", "Cl", "H", "C", "Cl", "Cl", "Cl", "H", "C", "Cl", "Cl", "Cl", "H", "C", "Cl", "Cl", "Cl", "H", "C", "Cl", "Cl", "Cl", "H", "C", "Cl", "Cl", "Cl", "H", "C", "Cl", "Cl", "Cl", "H", "C", "Cl", "Cl", "Cl", "H"],
  "xyz": [[2.20, 1.74, -0.28], [1.04, 2.40, -0.95], [-0.01, 2.23, -0.13], [-0.01, 1.13, 0.40], [2.37, 0.60, -0.53], [2.83, 2.40, 0.46], [1.85, 4.95, 2.52], [0.83, 3.69, 1.81], [3.55, 4.45, 2.53], [1.66, 6.48, 1.65], [1.54, 5.11, 3.56], [-1.36, -1.54, 1.85], [-2.74, -1.53, 0.75], [-1.90, -1.63, 3.54], [-0.27, -2.89, 1.47], [-0.80, -0.60, 1.72], [-1.79, -4.87, -1.66], [-0.39, -5.76, -1.04], [-1.30, -3.75, -2.94], [-3.03, -5.99, -2.24], [-2.21, -4.28, -0.83], [-0.93, -2.08, -6.66], [-1.32, -0.72, -7.72], [0.30, -3.11, -7.41], [-0.38, -1.50, -5.08], [-1.83, -2.68, -6.51], [-1.18, 8.26, 4.22], [-2.35, 8.80, 3.00], [-0.80, 6.55, 4.00], [0.30, 9.24, 4.13], [-1.62, 8.40, 5.21], [4.82, 5.66, -0.83], [6.22, 4.77, -0.22], [5.31, 6.77, -2.12], [3.58, 4.54, -1.41], [4.40, 6.25, -0.01], [2.85, -6.84, -3.91], [1.64, -8.07, -3.52], [2.14, -5.57, -4.92], [3.54, -6.14, -2.44], [3.66, -7.31, -4.48], [-3.47, -5.00, 2.30], [-4.86, -4.99, 1.20], [-4.02, -5.10, 3.98], [-2.39, -6.35, 1.92], [-2.92, -4.07, 2.17], [-6.61, -6.18, 7.07], [-7.78, -5.65, 5.86], [-6.23, -7.90, 6.86], [-5.13, -5.21, 6.98], [-7.05, -6.05, 8.06], [0.37, -5.10, -10.68], [1.77, -5.99, -10.07], [0.86, -3.98, -11.97], [-0.87, -6.21, -11.27], [-0.05, -4.51, -9.86], [-3.81, 10.17, -0.81], [-4.87, 11.55, -1.17], [-2.12, 10.58, -1.14], [-4.01, 9.65, 0.87], [-4.10, 9.34, -1.46], [7.32, -4.51, -3.38], [8.91, -4.51, -4.17], [6.95, -2.91, -2.72], [6.06, -5.02, -4.53], [7.34, -5.23, -2.56], [-9.37, -9.53, 4.73], [-10.32, -8.10, 4.31], [-10.03, -10.31, 6.18], [-9.34, -10.67, 3.38], [-8.35, -9.22, 4.94], [9.18, 6.75, -1.86], [8.78, 8.11, -2.92], [10.41, 5.72, -2.61], [9.73, 7.33, -0.28], [8.27, 6.16, -1.71], [0.27, 7.86, 7.99], [0.25, 6.28, 7.18], [1.78, 8.71, 7.64], [-1.13, 8.83, 7.49], [0.21, 7.69, 9.07]],
  "mulliken_charge": [0.502, -0.095, -0.027, -0.245, -0.033, -0.129, 0.047, -0.048, -0.117, -0.097, 0.204, 0.313, -0.105, -0.123, -0.076, 0.044, 0.353, -0.101, -0.022, -0.131, -0.092, 0.038, -0.129, -0.091, -0.107, 0.277, 0.253, -0.083, -0.066, -0.101, -0.012, 0.201, -0.156, -0.128, -0.092, 0.152, -0.071, -0.116, -0.051, -0.096, 0.336, 0.938, -0.132, -0.053, -0.104, -0.676, 0.012, -0.096, -0.130, -0.112, 0.338, 0.375, -0.123, -0.123, -0.125, 0.002, 0.051, -0.122, -0.120, -0.104, 0.300, 0.044, -0.125, -0.111, -0.081, 0.278, 0.239, -0.119, -0.122, -0.125, 0.126, 0.491, -0.129, -0.130, -0.123, -0.109, -0.020, -0.084, -0.101, -0.131, 0.357]
}

{
  "formula": "C15H17Br2CaCl2NaO5S",
  "method": "ωB97M-V/def2-TZVPD",
  "orbital_gap_ev": 1.8,
  "e_tot_ha": -8263.8268,
  "elements": ["O", "C", "C", "C", "C", "O", "C", "C", "C", "S", "O", "O", "C", "C", "C", "C", "H", "H", "H", "H", "H", "H", "H", "H", "Cl", "Ca", "Cl", "C", "C", "O", "H", "H", "H", "H", "H", "Br", "C", "C", "Br", "H", "H", "H", "H", "Na"],
  "xyz": [[-3.61, 0.79, -2.36], [-3.17, 0.96, -1.17], [-4.07, 1.61, -0.02], [-3.47, 2.21, 1.15], [-1.90, 2.24, 1.38], [-1.43, 3.19, 2.16], [-1.06, 1.17, 0.61], [0.36, 0.69, 1.07], [1.05, 1.27, 2.42], [0.39, 0.19, 3.81], [0.43, 0.87, 5.16], [-1.07, -0.10, 3.49], [1.12, -0.39, 0.28], [0.53, -1.04, -1.01], [-0.89, -0.59, -1.49], [-1.70, 0.53, -0.69], [-5.22, 1.61, -0.09], [-4.11, 2.70, 1.97], [2.20, 1.16, 2.38], [0.84, 2.38, 2.59], [1.06, -1.04, 3.74], [2.14, -0.75, 0.64], [1.09, -1.87, -1.58], [-1.33, -1.15, -2.48], [-4.17, -1.32, -1.79], [-0.71, 4.98, 2.12], [-1.41, -0.85, -3.99], [1.21, -5.04, 2.38], [1.54, -3.74, 3.14], [1.21, -2.71, 2.34], [1.79, -5.12, 1.45], [1.46, -5.91, 3.00], [0.15, -5.11, 2.13], [2.59, -3.84, 3.45], [1.01, -3.83, 4.11], [0.45, 3.78, -4.02], [2.09, 2.76, -4.23], [1.80, 1.31, -4.54], [1.24, 0.34, -2.94], [2.67, 2.89, -3.31], [2.62, 3.23, -5.06], [2.70, 0.80, -4.88], [1.01, 1.18, -5.29], [2.55, -0.44, -6.02]],
  "mulliken_charge": [-0.462, 0.106, -0.394, -0.599, 0.851, -0.776, 0.342, 0.558, -0.835, 1.020, -0.685, -0.592, -0.190, -0.819, -1.027, 1.196, 0.322, 0.255, 0.477, -0.091, 0.100, 0.046, 0.577, 0.055, -0.328, 1.302, -0.620, -1.189, -0.277, -0.636, 0.255, 0.379, 0.280, 0.247, 0.228, -0.129, -0.723, -0.674, 0.374, 0.361, 0.394, -0.072, 0.452, 0.942]
}

{
  "formula": "C15H17Br2INO2Os",
  "method": "ωB97M-V/def2-TZVPD",
  "orbital_gap_ev": [7.2, 5.2],
  "s_squared": 6.038,
  "charge": 1,
  "e_tot_ha": -6323.0505,
  "spin_multiplicity": 5,
  "elements": ["Os", "C", "C", "C", "C", "C", "C", "Br", "C", "C", "Br", "C", "O", "C", "N", "H", "H", "H", "H", "H", "H", "C", "C", "C", "C", "O", "H", "H", "H", "H", "H", "H", "H", "H", "H", "I", "C", "H", "H"],
  "xyz": [[-0.04, 1.08, 0.39], [1.23, -2.14, 0.32], [-0.21, -2.07, 0.55], [-0.93, -3.23, 0.77], [-2.20, -3.22, 1.31], [-2.79, -1.93, 1.58], [-4.18, -1.71, 1.97], [-5.26, -3.17, 2.51], [-4.72, -0.46, 1.96], [-4.03, 0.64, 1.35], [-4.85, 2.29, 0.85], [-2.70, 0.46, 1.03], [-1.97, 1.48, 0.60], [-2.08, -0.79, 1.22], [-0.80, -0.86, 0.69], [1.82, -1.55, 1.08], [1.41, -1.76, -0.73], [1.52, -3.19, 0.34], [-0.39, -4.16, 0.51], [-2.85, -4.12, 1.50], [-5.76, -0.22, 2.32], [1.66, 0.99, -2.57], [2.55, 1.07, -1.32], [3.46, 2.31, -1.25], [3.46, -0.21, -1.37], [1.70, 0.73, -0.10], [2.34, 1.10, -3.40], [0.91, 1.81, -2.60], [1.21, -0.01, -2.57], [3.90, 2.42, -0.24], [2.96, 3.26, -1.51], [4.16, 2.04, -2.06], [4.23, 0.02, -2.12], [2.81, -1.10, -1.55], [3.86, -0.35, -0.30], [0.28, 4.53, -1.36], [0.11, 3.12, 0.44], [1.06, 3.43, 0.87], [-0.87, 3.48, 0.90]],
  "nbo_charge": [1.775, -0.662, 0.313, -0.269, -0.041, -0.115, -0.067, 0.130, -0.239, -0.096, 0.155, 0.305, -0.704, 0.106, -0.582, 0.261, 0.243, 0.244, 0.248, 0.269, 0.267, -0.659, 0.296, -0.654, -0.622, -0.694, 0.242, 0.228, 0.207, 0.236, 0.235, 0.235, 0.229, 0.201, 0.225, 0.125, -0.874, 0.243, 0.262]
}

{
  "formula": "C15H17Cl2F4N5Ru",
  "method": "ωB97M-V/def2-TZVPD",
  "orbital_gap_ev": [7.8, 5.4],
  "de_lowest_kj_mol": 0.0,
  "s_squared": 8.794,
  "charge": 1,
  "e_tot_ha": -2269.8125,
  "spin_multiplicity": 6,
  "elements": ["Ru", "C", "C", "N", "C", "C", "C", "C", "N", "C", "C", "F", "C", "F", "C", "C", "F", "C", "F", "H", "H", "H", "H", "H", "H", "H", "H", "H", "H", "H", "H", "H", "H", "H", "Cl", "C", "Cl", "H", "H", "N", "C", "N", "C", "N"],
  "xyz": [[0.57, -0.39, -0.85], [2.80, -2.29, 0.78], [2.33, -1.09, 1.58], [1.99, 0.20, 0.84], [3.34, 0.91, 0.55], [3.06, 2.21, -0.14], [1.19, 1.17, 1.71], [-0.35, 0.99, 1.55], [-0.74, 0.71, 0.12], [-2.05, 0.73, -0.30], [-2.44, 1.00, -1.68], [-1.39, 1.47, -2.42], [-3.75, 1.01, -2.13], [-4.02, 1.14, -3.46], [-4.83, 0.77, -1.26], [-4.50, 0.48, 0.06], [-5.42, 0.10, 0.98], [-3.17, 0.51, 0.52], [-3.00, 0.28, 1.84], [3.60, -2.87, 1.25], [3.22, -2.02, -0.19], [2.05, -3.02, 0.57], [3.15, -0.75, 2.26], [1.47, -1.29, 2.24], [3.90, 0.14, 0.02], [3.84, 1.06, 1.53], [3.76, 2.30, -0.95], [3.15, 3.04, 0.57], [2.06, 2.23, -0.63], [1.47, 2.14, 1.37], [1.43, 1.08, 2.78], [-0.86, 1.92, 1.97], [-0.78, 0.21, 2.22], [-5.82, 0.91, -1.69], [2.22, 0.25, -2.41], [1.12, -0.33, -3.75], [-0.07, -1.38, -2.87], [1.72, -0.92, -4.44], [0.61, 0.55, -4.12], [-0.39, -2.01, 0.04], [-1.39, -2.50, 0.37], [-2.51, -3.04, 0.72], [-2.94, -2.84, 1.94], [-3.59, -2.76, 2.92]],
  "nbo_charge": [1.167, -0.660, -0.238, -0.493, -0.221, -0.661, -0.242, -0.280, -0.463, 0.011, 0.314, -0.323, 0.339, -0.295, -0.271, 0.347, -0.274, 0.379, -0.290, 0.253, 0.206, 0.242, 0.200, 0.226, 0.212, 0.213, 0.239, 0.239, 0.213, 0.221, 0.231, 0.244, 0.252, 0.281, 0.058, -0.347, 0.126, 0.268, 0.266, -0.734, 0.642, -0.606, 0.382, -0.371]
}

{
  "formula": "C15H17Cl2NO6S",
  "method": "ωB97M-V/def2-TZVPD",
  "orbital_gap_ev": 9.5,
  "smiles": "CC(C)CNS(=O)(=O)c1cc(C(=O)O[C@@H]2CCOC2=O)c(Cl)cc1Cl",
  "de_lowest_kj_mol": 0.0,
  "e_tot_ha": -2406.5761,
  "elements": ["C", "H", "H", "H", "C", "C", "H", "H", "H", "H", "C", "N", "S", "O", "O", "C", "C", "C", "C", "C", "C", "Cl", "H", "Cl", "C", "O", "O", "C", "C", "H", "H", "C", "H", "H", "O", "C", "O", "H", "H", "H", "H", "H"],
  "xyz": [[0.01, -4.46, -1.51], [-1.01, -4.47, -1.87], [0.32, -5.49, -1.33], [0.65, -4.04, -2.29], [0.13, -3.64, -0.23], [1.59, -3.57, 0.23], [2.20, -3.04, -0.49], [1.99, -4.58, 0.36], [1.66, -3.06, 1.19], [-0.22, -2.62, -0.44], [-0.76, -4.23, 0.86], [-0.76, -3.38, 2.03], [-1.63, -1.96, 1.93], [-2.09, -1.65, 3.25], [-2.58, -2.02, 0.86], [-0.38, -0.76, 1.46], [-0.55, -0.03, 0.31], [0.41, 0.90, -0.10], [1.56, 1.07, 0.70], [1.72, 0.35, 1.87], [0.75, -0.57, 2.25], [0.93, -1.47, 3.69], [2.59, 0.50, 2.48], [2.77, 2.20, 0.27], [0.21, 1.66, -1.35], [1.08, 2.17, -2.02], [-1.09, 1.72, -1.69], [-1.41, 2.48, -2.84], [-1.00, 1.84, -4.17], [-1.86, 1.76, -4.84], [-0.59, 0.85, -4.02], [0.05, 2.81, -4.75], [1.06, 2.41, -4.64], [-0.14, 3.07, -5.79], [-0.02, 4.00, -3.99], [-0.68, 3.84, -2.85], [-0.75, 4.66, -1.98], [-2.49, 2.64, -2.76], [-1.44, -0.19, -0.27], [-0.97, -3.85, 2.90], [-0.39, -5.21, 1.15], [-1.78, -4.33, 0.47]],
  "nbo_charge": [-0.602, 0.212, 0.202, 0.212, -0.226, -0.613, 0.212, 0.203, 0.215, 0.199, -0.227, -0.872, 2.323, -0.925, -0.939, -0.374, -0.144, -0.138, 0.014, -0.257, 0.014, 0.077, 0.250, 0.083, 0.775, -0.578, -0.483, -0.018, -0.466, 0.225, 0.234, -0.066, 0.200, 0.193, -0.470, 0.778, -0.553, 0.230, 0.269, 0.418, 0.206, 0.207]
}

> Number 4 is which compound?

C15H17Br2INO2Os

> What is the formula in the fourth record?

C15H17Br2INO2Os